#w
C5H10N2 | ωB97M-V with the def2-TZVPD basis set

Geometry as XYZ:
```
17
Properties=species:S:1:pos:R:3:nbo_charge:R:1
N -2.2669 -0.0454 -0.0148 -0.50
N 0.8091 2.0228 -0.0472 -0.69
C -3.3257 -0.7252 -0.0731 0.24
C -1.4940 0.8767 0.0174 0.43
C 1.6194 -1.6995 0.0779 -0.72
C 1.4982 -0.3196 -0.3032 0.13
C 0.5573 0.5917 0.2392 -0.23
H 2.1516 0.0319 -1.0975 0.24
H 0.0553 2.6022 0.3649 0.48
H 0.8100 2.2060 -1.0639 0.46
H -3.7203 -1.0484 -1.0349 0.26
H 0.8853 -2.0468 0.8009 0.25
H 0.2820 0.3981 1.2771 0.29
H 1.7125 2.3536 0.3386 0.46
H 1.6613 -2.3577 -0.8002 0.31
H -3.8686 -0.9896 0.8321 0.26
H 2.6339 -1.8508 0.4866 0.32
```

- Lowest unoccupied orbital energy (alpha / beta): -11.10 / -11.10 eV
- HOMO energy (alpha / beta): -18.3 / -18.3 eV
- Total charge: +2

#x
C5H10N2 | ωB97M-V with the def2-TZVPD basis set

Geometry as XYZ:
```
17
Properties=species:S:1:pos:R:3:nbo_charge:R:1
N 1.7551 0.7712 -0.0132 -0.39
N -0.3183 -0.0100 -0.1154 -0.28
C 0.4982 1.1153 -0.1279 0.43
C -1.0630 -0.0089 1.2114 -0.41
C 0.6990 -1.1849 0.0357 0.07
C 1.9066 -0.5864 0.1039 -0.03
C -1.1942 -0.0760 -1.2575 -0.45
H 0.3382 -2.1332 0.0614 0.28
H -0.2254 0.1070 1.9500 0.25
H -1.4347 -0.9742 1.5336 0.29
H -0.8204 -0.0137 -2.2616 0.29
H -1.8795 0.6890 1.1518 0.27
H 2.5140 1.3273 0.3374 0.50
H 2.8253 -1.1513 0.3392 0.33
H 0.0675 2.1129 -0.4946 0.33
H -1.7296 0.8116 -1.3119 0.25
H -1.9387 -0.7958 -1.1423 0.28
```

- SMILES string: C[N+]1(C)C=C[NH+]=C1
- Lowest unoccupied orbital energy: -11.15 eV
- HOMO energy: -20.6 eV
- Total charge: +2

#x comes first in stability; the runner-up is 1.190 eV higher.